Formula: C25H43Cl2FN5O2RuS
Source: the OMol25 dataset
Level of theory: ωB97M-V/def2-TZVPD

Structure (XYZ):
```
80
Properties=species:S:1:pos:R:3:forces:R:3
Ru 0.564921 0.588603 -0.004841 0.015 -0.172 -0.015
N -1.809104 1.060776 0.295058 0.072 -0.027 -0.021
C -2.225957 1.194767 1.702891 0.016 0.016 0.010
C -1.506647 0.157847 2.550518 -0.023 -0.009 -0.023
N -0.052224 0.161631 2.323757 -0.009 -0.002 -0.011
C 0.738790 1.067605 3.175472 0.032 0.043 0.019
C 0.756269 2.489629 2.643033 -0.051 0.001 0.031
N 1.233675 2.510080 1.243035 -0.013 -0.044 -0.048
H -2.168934 1.837038 -0.253456 0.024 0.029 0.010
H -2.200281 0.208238 -0.098968 -0.024 0.015 -0.008
H -3.303959 1.070930 1.820768 -0.007 -0.023 0.006
H -1.989730 2.203972 2.032063 -0.001 0.020 -0.036
H -1.874601 -0.834900 2.282171 0.007 0.000 -0.001
H -1.745815 0.314263 3.606062 0.008 0.003 0.004
H 0.296008 -0.779822 2.461517 0.014 0.003 0.020
H 1.760223 0.683536 3.192328 -0.010 -0.021 0.005
H 0.364923 1.067500 4.203090 0.004 -0.001 0.009
H 1.391228 3.101118 3.285942 0.016 0.007 -0.008
H -0.236454 2.933221 2.672092 0.010 0.017 -0.031
H 2.249342 2.456326 1.240816 0.001 -0.008 -0.042
H 0.983882 3.387987 0.793591 -0.020 0.009 0.053
Cl 0.086571 3.674483 -1.731172 -0.002 0.054 -0.160
C -0.367755 5.350587 -1.306109 -0.025 -0.197 -0.008
Cl -0.565688 5.506306 0.438636 -0.016 0.067 0.089
H -1.311904 5.558976 -1.793195 -0.003 0.045 0.007
H 0.424996 6.007002 -1.640914 0.009 0.016 0.015
C 0.504256 -5.328215 -0.560473 0.017 0.003 0.004
C 0.597228 -3.832304 -0.826881 0.012 0.045 0.030
S -0.496757 -2.885471 0.241224 0.034 -0.194 0.062
O -0.408183 -1.453740 -0.285123 -0.290 0.142 -0.107
C -2.112508 -3.471598 -0.303459 0.035 -0.001 -0.094
C -2.358051 -3.319130 -1.796348 -0.039 0.022 0.050
H 1.314868 -5.834590 -1.081527 0.003 0.001 0.001
H -0.431928 -5.751551 -0.921418 -0.012 0.012 -0.002
H 0.602112 -5.556960 0.501589 0.008 0.004 -0.004
H 0.359280 -3.556766 -1.854244 -0.013 0.002 -0.003
H 1.585634 -3.433093 -0.591285 -0.005 -0.037 -0.008
H -2.823220 -2.894894 0.291227 0.026 0.037 0.008
H -2.185229 -4.505238 0.038731 0.023 -0.019 0.008
H -2.103205 -2.312720 -2.133041 -0.016 -0.016 0.000
H -3.413472 -3.492069 -2.002348 0.003 0.010 -0.011
H -1.788113 -4.039682 -2.380583 0.005 -0.008 0.015
F 6.238028 -1.867064 0.792904 0.023 -0.009 0.009
C 5.008792 -1.369806 0.692690 -0.099 -0.003 0.010
C 3.950855 -2.084283 1.238912 0.174 0.042 -0.042
C 2.677112 -1.561496 1.120931 -0.277 0.023 0.034
C 2.422105 -0.346232 0.472228 0.393 -0.036 0.081
C 3.534190 0.345754 -0.033723 -0.097 0.106 -0.049
C 4.824654 -0.156266 0.057039 0.071 -0.060 0.022
H 4.151875 -3.020285 1.743223 -0.030 -0.003 0.004
H 1.858358 -2.132375 1.554056 0.033 0.003 0.009
H 3.414369 1.310356 -0.527264 -0.001 -0.013 -0.002
H 5.680287 0.372732 -0.340933 -0.016 0.012 -0.007
C -4.193032 2.381748 -6.908578 0.001 0.013 -0.021
C -4.314227 1.038773 -6.207801 -0.015 0.001 0.014
N -3.010573 0.504921 -5.783063 0.059 -0.028 0.051
C -2.519231 -0.682175 -6.481524 -0.014 -0.006 -0.009
C -2.100117 -0.403906 -7.916493 0.013 0.024 -0.001
C -2.462472 1.051103 -4.682991 -0.042 0.014 -0.207
O -3.031620 1.894729 -3.999237 0.021 -0.014 0.069
C -1.063031 0.667497 -4.248860 -0.045 0.020 0.097
C 0.041904 0.444521 -5.057989 -0.048 0.002 -0.047
C 1.284856 0.251693 -4.470313 0.048 0.010 0.016
C 1.395007 0.303353 -3.095568 -0.010 0.027 -0.060
N 0.336968 0.551891 -2.308458 -0.021 0.055 0.188
C -0.854595 0.724635 -2.881027 0.062 0.017 -0.020
H -5.179828 2.733248 -7.209239 0.005 -0.003 0.004
H -3.573277 2.306770 -7.802716 -0.005 0.000 0.009
H -3.758885 3.124141 -6.240427 -0.004 -0.007 -0.003
H -4.761622 0.295063 -6.866646 0.012 -0.002 -0.007
H -4.948472 1.129511 -5.326520 -0.001 0.002 0.008
H -3.320398 -1.425575 -6.472624 -0.017 0.013 0.010
H -1.700852 -1.116474 -5.911573 0.008 -0.012 0.007
H -2.936696 -0.027992 -8.505267 0.001 0.000 0.012
H -1.748165 -1.319760 -8.391077 0.001 0.003 0.009
H -1.303457 0.340792 -7.964251 -0.007 -0.005 -0.018
H -0.057892 0.441949 -6.135225 0.040 -0.002 0.006
H 2.168348 0.079629 -5.068843 -0.023 -0.002 -0.016
H 2.348302 0.155920 -2.603858 -0.010 -0.006 0.026
H -1.694850 0.966388 -2.247520 -0.004 -0.019 0.002
```
Forces are in eV/Å.

## Properties
Highest occupied orbital energy (spin up / spin down) (Eh): -0.4771 / -0.5067
E_tot (Eh): -2915.42235
Relative energy (zero: lowest compared OMol25 entry of this formula, charge and spin) (kcal/mol): 1.1
LUMO (spin up / spin down) (eV): -4.87 / -7.10
Charge: +2
Multiplicity: 6
Kohn-Sham gap (spin up / spin down) (Eh): 0.298 / 0.246